(1)
The following is a DFT calculation (ωB97M-V/def2-TZVPD) of C23H36BrF6IrN4O4S3Si as an isolated structure.

Values from the calculation:
* E: -168137.681 eV
* orbital gap (alpha / beta): 8.71 / 5.76 eV
* net charge: +2
* spin multiplicity: 5

Each line ends with the Mulliken spin population.
Positions of all 79 atoms, in Å:
Ir 0.6933 2.0751 0.5300  2.549
C 2.5644 2.0417 5.5293  0.009
N 3.4209 2.0527 4.3297  0.039
C 4.7961 2.0265 4.3421  0.009
C 5.2067 2.0546 3.0679  0.029
N 4.0694 2.0946 2.2588  0.034
C 2.9759 2.0942 3.0668  -0.015
S 1.2862 2.1991 2.8054  0.466
C 4.1452 2.1398 0.8253  -0.013
C 5.3956 2.1768 0.2317  0.006
C 5.4938 2.2181 -1.1450  -0.001
C 4.3371 2.2250 -1.9014  0.011
C 3.1348 2.1861 -1.2374  -0.018
N 3.0219 2.1375 0.1110  0.125
H 3.2090 2.0158 6.4012  0.002
H 1.9228 1.1641 5.5238  -0.002
H 1.9500 2.9386 5.5570  0.002
H 5.3686 1.9927 5.2546  0.001
H 6.2118 2.0483 2.6974  0.005
H 6.3011 2.1796 0.8148  0.002
H 6.4697 2.2471 -1.6127  0.000
H 4.3568 2.2648 -2.9822  0.001
H 2.2135 2.2035 -1.7993  0.009
C -3.0362 -0.0351 -1.4345  0.021
C -2.4691 -1.2894 -2.1191  0.009
C -3.5894 -2.3151 -2.3832  0.000
C -1.8312 -0.8507 -3.4410  0.007
Si -1.2639 -2.1927 -1.0091  0.043
Br 0.4878 -0.2704 -0.0494  0.369
C -1.9068 -2.8160 0.6519  0.012
C -2.3652 -4.2648 0.3701  0.002
C -3.0984 -2.0003 1.1670  0.002
C -0.8525 -2.8285 1.7749  0.013
C 0.1146 -3.1839 -1.8410  0.006
C 1.0120 -3.8860 -0.8039  0.002
C -0.6160 -4.2464 -2.6847  0.002
C 1.0392 -2.3452 -2.7394  0.019
H -3.7384 0.4546 -2.1209  -0.001
H -2.2505 0.6916 -1.2079  -0.004
H -3.5889 -0.2450 -0.5227  0.001
H -4.3021 -1.8649 -3.0833  0.000
H -4.1454 -2.5709 -1.4789  0.000
H -3.2275 -3.2389 -2.8427  0.000
H -2.5948 -0.3267 -4.0263  0.000
H -1.4876 -1.6888 -4.0470  0.000
H -1.0050 -0.1512 -3.2881  -0.002
H -3.1200 -4.3254 -0.4194  0.000
H -2.8198 -4.6543 1.2867  0.001
H -1.5390 -4.9273 0.1079  0.000
H -3.9701 -2.0698 0.5170  0.000
H -2.8500 -0.9469 1.3151  -0.003
H -3.3881 -2.4099 2.1408  0.000
H 0.0664 -3.3444 1.5037  -0.003
H -1.2830 -3.3518 2.6351  0.001
H -0.6005 -1.8165 2.1006  -0.006
H 0.4721 -4.6227 -0.2092  0.001
H 1.5003 -3.1766 -0.1308  0.003
H 1.8039 -4.4233 -1.3375  0.000
H -1.3277 -4.8413 -2.1045  0.000
H 0.1353 -4.9377 -3.0817  0.001
H -1.1418 -3.8123 -3.5370  0.001
H 1.6635 -1.6623 -2.1581  -0.006
H 0.5101 -1.7699 -3.4943  -0.001
H 1.7114 -3.0328 -3.2653  0.001
F -1.9120 6.1005 -1.1180  0.000
C -1.7478 4.9886 -1.7715  -0.003
F -1.0103 5.1776 -2.8487  0.000
F -2.8832 4.4158 -2.0861  0.000
S -0.7606 3.7470 -0.7163  -0.040
O -0.0773 4.3768 0.4237  0.100
O 0.2061 3.1541 -1.6484  0.086
N -1.6421 2.4925 -0.2059  0.079
S -2.9777 2.9169 0.6984  -0.001
O -4.0876 2.1027 0.3574  0.006
O -3.0575 4.3486 0.7430  0.006
C -2.5194 2.3581 2.3980  0.016
F -1.9241 1.1535 2.3213  0.009
F -1.6604 3.2157 2.9437  0.001
F -3.5986 2.2650 3.1304  0.001


(2)
The following is a DFT calculation (ωB97M-V/def2-TZVPD) of C23H37AgF3N2O10P2S as an isolated structure.

Values from the calculation:
* E: -89480.204 eV
* orbital gap: 5.91 eV
* net charge: -1
* spin multiplicity: 1

Each line ends with the Mulliken charge.
Positions of all 79 atoms, in Å:
Ag -1.3953 -1.3452 -0.4094  1.925
C 4.3014 2.9056 -0.7256  -1.564
C 3.1023 2.8253 0.1959  0.908
C 2.4702 4.1746 0.4707  -1.409
O 2.1145 1.9817 -0.4406  -0.058
P 1.8166 0.5005 0.0856  0.041
O 1.1410 -0.3449 -0.9100  -0.660
C 0.8758 0.7442 1.5867  0.167
P -0.8788 1.1616 1.3890  0.382
O -1.7285 0.0407 1.8135  -0.869
O -1.2052 1.5900 -0.0818  -0.234
C -0.9231 2.8142 -0.8012  1.758
C -2.1154 3.7397 -0.6725  -1.571
C -0.6504 2.3927 -2.2293  -1.503
O -1.0577 2.5494 2.1652  -0.265
C -1.1666 2.7615 3.5940  0.484
C 0.1744 3.2054 4.1525  -1.233
C -1.7409 1.5770 4.3478  -1.442
O 3.2704 0.0784 0.5346  -0.302
C 3.6909 -1.3156 0.7014  1.497
C 4.9820 -1.4650 -0.0710  -1.648
C 3.8478 -1.5927 2.1799  -1.492
H 5.0764 3.5325 -0.2800  0.417
H 4.0049 3.3406 -1.6814  0.326
H 4.7077 1.9099 -0.8990  0.279
H 3.4056 2.3637 1.1381  0.324
H 2.1062 4.6145 -0.4598  0.268
H 3.2082 4.8475 0.9106  0.489
H 1.6323 4.0808 1.1640  0.168
H 1.3645 1.5086 2.1911  0.390
H 0.8980 -0.2070 2.1260  0.295
H -0.0336 3.2725 -0.3714  -0.568
H -3.0053 3.2522 -1.0729  0.342
H -1.9302 4.6538 -1.2409  0.426
H -2.2966 4.0015 0.3688  0.285
H -1.5122 1.8510 -2.6222  0.351
H 0.2099 1.7266 -2.2683  0.263
H -0.4581 3.2697 -2.8506  0.423
H -1.8655 3.5981 3.6637  0.338
H 0.8851 2.3781 4.1719  0.196
H 0.0444 3.5544 5.1778  0.464
H 0.5909 4.0206 3.5593  0.289
H -1.0587 0.7263 4.3337  0.283
H -2.6822 1.2504 3.9118  0.339
H -1.9060 1.8731 5.3854  0.488
H 2.9259 -1.9601 0.2782  -0.248
H 5.7476 -0.7968 0.3321  0.302
H 4.8267 -1.2363 -1.1252  0.371
H 5.3351 -2.4936 0.0084  0.430
H 4.5722 -0.9031 2.6218  0.353
H 4.2025 -2.6151 2.3177  0.418
H 2.8899 -1.5139 2.6907  0.262
O -3.6665 -1.5869 -0.7229  -0.590
C -4.3183 -2.0967 -1.6838  0.372
C -5.7151 -2.3850 -1.5194  -0.740
C -6.5027 -2.8828 -2.5255  -0.249
C -5.9643 -3.1507 -3.7924  -0.789
C -4.6183 -2.9161 -3.9840  -0.621
C -3.7779 -2.4220 -2.9791  0.024
C -2.3528 -2.2832 -3.2849  0.399
N -1.4599 -1.4613 -2.7576  -0.392
C -0.2624 -1.7084 -3.3957  -0.270
C -0.4249 -2.6835 -4.3256  -0.934
N -1.7553 -3.0391 -4.2500  -0.043
H -6.1283 -2.1730 -0.5404  0.378
H -7.5565 -3.0638 -2.3384  0.348
H -6.5832 -3.5189 -4.6003  0.350
H -4.2029 -3.0925 -4.9725  0.350
H 0.6334 -1.1864 -3.1070  0.519
H 0.2629 -3.1638 -4.9982  0.418
H -2.1938 -3.8092 -4.7184  0.239
F -0.3046 -4.7569 2.9718  -0.230
C 0.7089 -4.9014 2.1064  0.394
F 0.5899 -6.1088 1.5367  -0.221
F 1.8499 -4.9006 2.8201  -0.224
S 0.7257 -3.5730 0.8375  0.987
O 1.8993 -3.9101 0.0581  -0.758
O -0.5470 -3.7380 0.1655  -0.822
O 0.8538 -2.3678 1.6455  -0.571


(3)
The following is a DFT calculation (ωB97M-V/def2-TZVPD) of C23H37Cl5N2O3PPt as an isolated structure.

Values from the calculation:
* E: -108685.601 eV
* orbital gap: 5.96 eV
* net charge: +3
* spin multiplicity: 1

Each line ends with the Mulliken charge.
Positions of all 72 atoms, in Å:
Pt -0.5871 -0.0177 0.4623  1.901
C -4.2696 2.7001 -2.6001  -1.094
N -3.8184 2.1168 -1.3287  0.106
C -4.6403 2.4278 -0.1521  -1.017
C -2.7489 1.3651 -1.2288  1.177
O -2.3772 0.9149 -0.1047  -0.799
C -1.9498 1.0273 -2.4820  -1.416
O -1.1961 -0.1539 -2.3149  -0.383
C -1.9207 -1.3483 -2.5095  -1.474
C -2.1007 -2.1334 -1.2148  1.273
O -1.4695 -1.8245 -0.1604  -1.301
N -2.8919 -3.1803 -1.2225  0.094
C -3.5857 -3.6717 -2.4191  -1.130
C -3.1346 -3.9530 0.0006  -1.056
H -4.8670 3.5777 -2.3691  0.394
H -3.4310 3.0234 -3.2111  0.432
H -4.8907 1.9963 -3.1546  0.341
H -5.6861 2.2851 -0.4175  0.437
H -4.3759 1.7722 0.6685  0.281
H -4.4871 3.4662 0.1403  0.349
H -2.6033 0.9490 -3.3519  0.635
H -1.2408 1.8357 -2.6740  0.435
H -2.8960 -1.1526 -2.9607  0.704
H -1.3578 -1.9746 -3.2076  0.587
H -3.1074 -3.3352 -3.3326  0.457
H -3.5521 -4.7589 -2.4079  0.389
H -4.6284 -3.3548 -2.4076  0.354
H -2.8900 -3.3572 0.8724  0.312
H -4.1874 -4.2256 0.0279  0.447
H -2.5360 -4.8639 -0.0086  0.338
Cl -2.1546 2.0046 2.6750  -0.093
C -0.7447 2.6260 1.9156  0.703
C 0.0723 1.7671 1.1662  -1.150
C 1.2840 2.2847 0.7924  -0.551
Cl 2.7804 0.9944 0.6455  -0.236
C 1.6747 3.5944 0.9848  0.836
Cl 3.2422 4.1753 0.4342  -0.129
C 0.8131 4.4806 1.6187  0.005
Cl 1.2456 6.1098 1.8219  -0.118
C -0.3967 3.9643 2.1212  0.392
Cl -1.4249 4.9991 2.9964  -0.112
C 5.2712 2.0146 -0.1557  -1.205
C 3.7871 2.1587 -0.3162  0.433
C 3.1901 1.8086 -1.4829  -0.878
P 1.2372 -0.9748 0.9871  -0.664
C 1.8725 -2.2169 -0.2109  1.128
C 3.3548 -2.0757 -0.5891  -1.424
C 1.5170 -3.6139 0.3186  -1.527
C 1.6827 -1.3658 2.6966  0.549
C 3.1665 -1.6541 2.9504  -1.249
C 1.1000 -0.3379 3.6710  -1.496
H 5.7319 2.5036 -1.0158  0.399
H 5.5692 0.9651 -0.2193  0.510
H 5.6503 2.4517 0.7667  0.380
H 3.9231 0.1982 0.6428  0.381
H 2.7892 1.0605 1.9976  0.271
H 2.1225 2.0270 -1.5302  0.270
H 3.6832 1.7588 -2.4464  0.392
H 1.2554 -2.0122 -1.0900  0.246
H 4.0240 -2.1674 0.2658  0.228
H 3.5397 -1.1416 -1.1256  0.380
H 3.6143 -2.8810 -1.2770  0.515
H 2.0694 -3.8797 1.2200  0.339
H 1.7927 -4.3382 -0.4492  0.507
H 0.4472 -3.7099 0.5082  0.359
H 1.1252 -2.3129 2.8232  0.687
H 3.8044 -0.7805 2.7750  0.202
H 3.5466 -2.4914 2.3705  0.296
H 3.2896 -1.9062 4.0038  0.490
H 1.6398 0.6172 3.6447  0.272
H 1.1915 -0.7216 4.6869  0.510
H 0.0478 -0.1342 3.4762  0.383


Look up the spin multiplicity of the first one.
5


Number 3 is which compound?
C23H37Cl5N2O3PPt